Record 1
78
Properties=species:S:1:pos:R:3:lowdin_charge:R:1 method="wB97M-V/def2-TZVPD" homo_lumo_gap_ev=7.44 e_lumo_ev=-0.6 homo_energy_ev=-8.03 e_tot_ha=-2965.42709
Cs -3.1355 -1.5659 -3.5892 1.09
Cs 0.5670 1.5361 -4.2955 1.07
Cs -3.2554 2.3004 -0.5356 1.07
B -1.7915 0.1710 -6.0288 -0.62
H -1.1916 -0.7560 -6.1983 -0.07
H -2.8498 -0.0140 -6.4114 -0.07
H -1.7906 0.4008 -4.9424 -0.21
H -1.5062 1.0363 -6.7069 -0.06
B -1.4294 3.9061 -3.0195 -0.54
H -0.9067 3.9313 -4.0272 -0.11
H -2.5473 4.1028 -3.0609 -0.08
H -1.2095 2.8390 -2.7496 -0.19
H -0.8323 4.4599 -2.1824 -0.05
B -0.9051 0.3068 -1.5514 -0.68
H -1.4612 0.9699 -2.2252 -0.14
H 0.1674 0.2285 -1.8930 -0.09
H -0.8830 0.7956 -0.5318 -0.08
H -1.4537 -0.6796 -1.4842 -0.11
C -1.1169 -3.5960 1.8276 -0.21
C -2.3563 -3.3087 2.6774 -0.20
C -3.4531 -2.7238 1.7429 -0.19
S -2.5942 -1.8758 0.4221 0.67
O -2.8301 -0.4486 0.5565 -0.47
O -3.0713 -2.5480 -0.7727 -0.47
C -0.9045 -2.3449 0.9056 -0.16
H -1.2279 -4.5306 1.2722 0.11
H -0.2279 -3.7807 2.4318 0.11
H -2.0705 -2.5613 3.4199 0.10
H -2.6854 -4.1893 3.2242 0.12
H -3.8783 -1.8965 2.3083 0.10
H -4.0949 -3.5172 1.3829 0.11
H -0.5590 -1.5799 1.5988 0.11
H -0.2705 -2.4911 0.0394 0.10
C 1.2930 3.2034 0.6122 -0.17
C 1.7500 1.8559 0.0259 -0.20
C 3.2061 1.6875 0.3989 -0.24
S 4.0720 3.2671 0.4639 0.73
O 4.4337 3.6459 -0.9028 -0.33
O 4.9995 3.1010 1.5886 -0.35
C 2.5076 4.1074 0.8798 -0.21
H 0.7178 3.0626 1.5318 0.08
H 0.6087 3.7106 -0.0679 0.11
H 1.5865 1.9096 -1.0508 0.10
H 1.1656 0.9661 0.2497 0.09
H 3.8030 1.0492 -0.2682 0.10
H 3.4711 1.1317 1.3033 0.10
H 2.4230 5.0193 0.2825 0.10
H 2.6723 4.5568 1.8628 0.10
C 2.7049 -4.5287 -1.3594 -0.19
C 4.0154 -3.7579 -1.0721 -0.23
C 4.4813 -3.0691 -2.3173 -0.21
S 2.9231 -2.4954 -3.1005 0.67
O 3.0978 -2.5823 -4.5220 -0.31
O 2.5505 -1.2302 -2.5141 -0.33
C 1.8235 -3.8108 -2.4531 -0.18
H 2.0826 -4.6813 -0.4827 0.10
H 2.9332 -5.4857 -1.8279 0.11
H 4.7134 -4.5140 -0.7031 0.11
H 3.8897 -3.1242 -0.1932 0.11
H 5.0182 -3.7082 -3.0147 0.11
H 5.0647 -2.1660 -2.1477 0.11
H 1.5671 -4.3304 -3.3736 0.10
H 0.9335 -3.3300 -2.0544 0.08
C -1.4604 2.9884 3.6510 -0.19
C -1.4166 1.6106 2.9853 -0.23
C -2.4403 0.7051 3.6595 -0.22
S -2.5963 1.3051 5.3783 0.69
O -1.9659 0.3953 6.3045 -0.32
O -3.9816 1.7211 5.5472 -0.33
C -1.6034 2.7846 5.1733 -0.21
H -2.3543 3.5144 3.3024 0.12
H -0.6157 3.5921 3.3271 0.10
H -0.4510 1.1002 3.0521 0.12
H -1.6309 1.5803 1.9172 0.05
H -2.1837 -0.3493 3.7121 0.08
H -3.4230 0.8545 3.2146 0.10
H -0.6039 2.6109 5.5786 0.11
H -2.0264 3.5504 5.8193 0.11

Record 2
76
Properties=species:S:1:pos:R:3:lowdin_charge:R:1 method="wB97M-V/def2-TZVPD" homo_lumo_gap_ev=8.03 e_lumo_ev=-0.4 homo_energy_ev=-8.47 e_tot_ha=-1932.20420
Cd -0.4169 0.2278 -4.1468 1.37
C 1.0674 -0.9773 -0.4072 -0.08
C -0.0366 -1.5070 -1.3984 -0.40
O 0.1744 -1.3032 -2.7854 -0.46
H 2.0692 -1.3957 -0.5050 0.07
H 0.7194 -1.2199 0.5969 0.04
H 1.1060 0.1118 -0.4247 0.05
H -0.9679 -1.0246 -1.1015 0.05
H -0.1792 -2.5771 -1.2480 0.09
O 0.7093 -0.5120 -5.6297 -0.55
H 0.8974 -1.4221 -5.3284 -0.07
C -2.8614 0.2073 3.8199 -0.06
C -1.6325 1.1422 3.6301 -0.11
O -1.4911 1.3146 2.2485 0.05
C -2.3271 0.5631 1.6047 -0.59
O -2.3260 0.5072 0.3740 0.10
O -3.0554 -0.1310 2.4364 0.09
H -3.6650 0.8175 4.2323 0.13
H -2.6591 -0.5971 4.5271 0.13
H -0.7279 0.6092 3.9228 0.12
H -1.7514 2.0836 4.1665 0.14
C -0.4211 -3.8166 2.4642 -0.10
C 0.1821 -3.1584 3.6963 -0.17
O 1.3239 -3.8652 3.9300 0.08
C 1.5908 -4.7582 2.9855 -0.49
O 2.5982 -5.5126 2.9127 0.10
O 0.6898 -4.5662 1.9874 0.05
H -0.7087 -3.1116 1.6842 0.13
H -1.1588 -4.5623 2.7607 0.14
H -0.5044 -3.1585 4.5429 0.13
H 0.4459 -2.1103 3.5548 0.12
O -1.7988 1.0409 -2.8326 -0.12
H -2.2946 1.8125 -2.5585 0.08
H -1.9524 0.3985 -2.1398 0.02
O 3.4330 -0.9165 -2.8392 -0.05
H 2.5469 -0.9800 -2.4827 -0.02
H 3.6081 0.0236 -2.8809 -0.01
O -1.6632 -3.8440 -3.5505 -0.06
H -2.4941 -3.4029 -3.3737 -0.03
H -0.9953 -3.2263 -3.2529 -0.02
C 4.8744 1.9851 -0.9364 -0.07
C 3.4873 2.3586 -1.4983 -0.33
O 3.4995 2.1034 -2.8624 -0.08
H 4.9900 2.2912 0.1034 0.07
H 5.6957 2.2550 -1.6003 0.07
H 5.1111 0.9244 -1.0192 0.07
H 3.2881 3.4245 -1.3873 0.10
H 2.6523 1.8130 -1.0588 0.09
H 3.9320 2.9279 -3.0966 0.09
C -5.2759 -0.5280 -3.4912 -0.06
C -4.5420 -1.7605 -2.7927 -0.27
O -4.0715 -2.5544 -3.8577 -0.10
H -6.1217 -0.8664 -4.0898 0.07
H -4.5093 0.0257 -4.0333 0.06
H -5.6865 0.1551 -2.7476 0.06
H -5.1908 -2.3886 -2.1823 0.11
H -3.7123 -1.4481 -2.1586 0.10
H -4.7783 -2.9747 -4.3531 0.10
C -0.9330 4.2722 1.4722 -0.06
C -0.2066 3.6410 0.2309 -0.29
O 1.1144 4.1179 0.0194 -0.08
H -0.4393 5.2107 1.7242 0.07
H -0.9211 3.6512 2.3680 0.04
H -1.9885 4.4791 1.2956 0.07
H -0.7639 3.9750 -0.6443 0.10
H -0.2461 2.5545 0.1521 0.09
H 1.6797 3.6624 0.6475 0.04
C 3.1555 0.3024 2.3584 -0.09
C 2.0891 1.3089 2.5359 -0.33
O 2.4440 2.6882 2.3931 -0.06
H 2.8254 -0.7356 2.3989 0.08
H 3.9279 0.5341 3.0918 0.08
H 3.5845 0.3501 1.3575 0.07
H 1.6770 1.0764 3.5178 0.11
H 1.3906 1.0107 1.7542 0.09
H 2.8960 2.9546 3.1970 0.09

Record 3
73
Properties=species:S:1:pos:R:3:lowdin_charge:R:1 method="wB97M-V/def2-TZVPD" homo_lumo_gap_ev=9.50 charge=-1 e_lumo_ev=2.9 homo_energy_ev=-6.62 e_tot_ha=-1916.86341
Cl 0.3025 23.0013 -4.6752 0.64
O 0.3571 21.8444 -3.8054 -0.37
O -0.9853 23.6662 -4.5837 -0.37
O 1.3548 23.8759 -4.2461 -0.39
O 0.5666 22.6184 -6.0829 -0.40
C 1.4211 25.8412 -1.1422 -0.06
C 0.5858 25.2182 -0.0144 -0.42
C 0.2932 23.7604 -0.3322 -0.23
O -0.7686 23.2290 0.4213 -0.17
C -0.9069 21.8394 0.3066 -0.12
N 1.3881 25.2198 1.2490 0.01
H 1.6480 26.8645 -0.8388 0.07
H 0.8526 25.8783 -2.0738 0.07
H 2.3107 25.2597 -1.3794 0.08
H -0.3061 25.8145 0.2034 0.13
H 1.2479 23.2331 -0.2168 0.13
H 0.1058 23.6720 -1.4067 0.12
H -1.9245 21.5287 0.5376 0.08
H -0.2067 21.2896 0.9454 0.08
H -0.7088 21.4635 -0.7036 0.09
H 1.5499 26.1666 1.5810 0.06
H 0.6616 24.8548 1.8700 0.06
C 1.4532 23.9370 -9.4861 -0.07
C 2.6287 24.6629 -8.8737 -0.40
C 2.4115 24.8099 -7.3879 -0.23
O 3.4412 25.6246 -6.8511 -0.21
C 3.1870 26.0473 -5.5107 -0.09
N 3.8468 23.8641 -9.1458 0.06
H 1.5587 23.7017 -10.5493 0.07
H 0.4630 24.3541 -9.2925 0.08
H 1.3482 22.9145 -9.0987 0.08
H 2.7675 25.6440 -9.3330 0.13
H 2.3152 23.8850 -6.8102 0.08
H 1.4290 25.2856 -7.2368 0.13
H 4.1566 26.3928 -5.1643 0.08
H 2.8804 25.1924 -4.8979 0.05
H 2.3458 26.7427 -5.5142 0.09
H 3.6888 22.8642 -9.1999 0.02
H 4.3533 23.9135 -8.2631 0.04
C 4.1924 21.9299 -6.0356 -0.06
C 5.2472 20.9748 -6.5645 -0.41
C 5.4994 21.1605 -8.0224 -0.20
O 4.3138 20.7885 -8.7344 -0.20
C 4.4175 20.8573 -10.1310 -0.14
N 6.5014 21.3226 -5.8238 0.02
H 4.5142 22.9658 -6.1849 0.07
H 3.9380 21.7712 -4.9859 0.09
H 3.1921 21.9095 -6.4855 0.07
H 4.9763 19.9621 -6.2601 0.14
H 6.3305 20.5708 -8.4203 0.13
H 5.6412 22.2237 -8.2510 0.11
H 4.9612 19.9842 -10.5143 0.08
H 4.8058 21.7975 -10.5223 0.08
H 3.4421 20.6637 -10.5825 0.09
H 6.3132 21.2356 -4.8373 0.06
H 6.7103 22.2739 -6.0991 0.06
C -3.9342 21.9726 -7.3665 -0.08
C -3.3416 20.5661 -7.3013 -0.42
C -2.0263 20.5334 -8.1081 -0.22
O -1.4194 19.2731 -8.0797 -0.18
C -2.0725 18.2499 -8.8063 -0.11
N -3.0194 20.3222 -5.8839 0.04
H -4.8996 22.0915 -6.8750 0.07
H -4.2016 22.1778 -8.4165 0.07
H -3.1610 22.6749 -7.0608 0.08
H -4.0096 19.7884 -7.6724 0.12
H -1.3161 21.2795 -7.7385 0.12
H -2.1805 20.9398 -9.1211 0.12
H -1.4172 17.3809 -8.7798 0.08
H -2.2035 18.5295 -9.8552 0.08
H -3.0070 17.9929 -8.3053 0.08
H -2.2827 20.9340 -5.5369 0.07
H -3.7701 20.7235 -5.3244 0.06

Record 4
68
Properties=species:S:1:pos:R:3:lowdin_charge:R:1 method="wB97M-V/def2-TZVPD" homo_lumo_gap_ev=8.29 e_lumo_ev=0.6 homo_energy_ev=-7.72 e_tot_ha=-1154.94715
C 7.4407 -4.1947 -5.7261 -0.04
C 8.8330 -3.8951 -5.0953 -0.27
C 9.7672 -3.1083 -5.9980 -0.35
O 10.9858 -3.0536 -5.3052 -0.17
C 11.9174 -2.0452 -5.8475 -0.02
N 8.6253 -3.2495 -3.7537 -0.08
H 6.7954 -3.3193 -5.6525 0.04
H 7.0031 -5.1167 -5.3432 0.11
H 7.5350 -4.0750 -6.8054 -0.03
H 9.2963 -4.8748 -4.9794 0.14
H 9.3398 -2.1191 -6.1620 0.01
H 9.9431 -3.5981 -6.9557 0.15
H 11.9578 -2.1236 -6.9339 0.10
H 12.8930 -2.3642 -5.4807 0.09
H 11.6270 -1.1051 -5.3785 0.08
H 9.5095 -3.1499 -3.2758 0.12
H 7.9996 -3.8226 -3.2059 0.12
C 6.7791 0.7338 -6.9105 -0.09
C 7.1491 2.0582 -7.6153 -0.30
C 8.1702 2.0215 -8.8571 -0.20
O 8.6482 3.3148 -9.0604 -0.19
C 9.6593 3.4376 -10.0742 -0.09
N 5.9472 2.7054 -8.1691 0.05
H 6.4236 -0.0372 -7.5942 0.02
H 6.0658 0.8511 -6.0948 0.00
H 7.7233 0.4016 -6.4788 0.01
H 7.6351 2.6935 -6.8749 0.14
H 7.6401 1.6190 -9.7203 0.13
H 9.0074 1.3689 -8.6096 0.03
H 10.6447 3.1066 -9.7462 0.07
H 9.7844 4.4874 -10.3397 0.08
H 9.4631 2.8623 -10.9789 0.09
H 5.6367 3.0740 -7.2816 0.07
H 6.3616 3.4607 -8.6962 0.06
C 6.6255 -2.9221 -7.4846 -0.03
C 7.0982 -1.5339 -7.9804 -0.35
C 8.4206 -1.0680 -7.3365 -0.18
O 9.0311 -0.0261 -8.1310 -0.25
C 10.1333 0.4840 -7.4708 -0.08
N 7.3055 -1.5961 -9.4019 0.08
H 7.4755 -3.5954 -7.3737 0.01
H 5.9413 -3.5125 -8.0940 0.13
H 6.1731 -2.7265 -6.5124 0.07
H 6.2914 -0.8218 -7.8068 0.07
H 9.2131 -1.8151 -7.2938 0.10
H 8.3557 -0.7939 -6.2836 0.06
H 10.4860 1.4669 -7.7832 0.11
H 10.9855 -0.1951 -7.4473 0.09
H 9.8852 0.6492 -6.4224 0.10
H 7.9660 -0.8352 -9.4715 0.06
H 7.9143 -2.3664 -9.6385 0.08
C 8.0486 -1.4282 -2.8709 -0.06
C 8.1840 -0.9307 -4.3236 -0.30
C 7.9731 0.5733 -4.4888 -0.17
O 6.7744 0.9995 -3.8540 -0.12
C 5.5705 0.6622 -4.5484 -0.10
N 9.4238 -1.4458 -4.9191 -0.08
H 8.9997 -1.1318 -2.4284 0.09
H 7.9877 -2.5026 -2.6977 0.03
H 7.3792 -0.8245 -2.2581 0.08
H 7.4663 -1.4847 -4.9287 0.13
H 7.9242 0.6297 -5.5762 0.01
H 8.6755 1.2592 -4.0152 0.15
H 4.6837 0.8496 -3.9429 0.11
H 5.5079 -0.2953 -5.0654 0.11
H 5.5230 1.3782 -5.3688 0.07
H 9.4606 -2.4472 -4.7935 -0.02
H 10.2785 -1.1731 -4.4552 0.11

Record 5
72
Properties=species:S:1:pos:R:3:lowdin_charge:R:1 method="wB97M-V/def2-TZVPD" homo_lumo_gap_ev="4.55 / 6.20" charge=+2 e_lumo_ev="-9.1 / -7.6" homo_energy_ev="-13.62 / -13.76" e_tot_ha=-5340.22379
I -0.0239 -2.6928 -7.4733 0.39
I -0.0197 2.1115 -5.6946 0.91
Ga -0.0096 0.9464 -3.3495 -0.33
P -2.4177 0.0552 -3.1010 0.76
C -3.2281 -0.2508 -4.7214 -0.23
C -2.9151 -1.4094 -2.1200 -0.21
H -4.0072 -1.3926 -1.9745 0.08
H -4.4690 1.0555 -2.2440 0.07
H -2.4050 -1.3928 -1.1467 0.02
H -2.9921 1.6161 -1.3334 0.00
H -2.8892 -1.2005 -5.1567 0.06
H -2.6268 -2.3173 -2.6687 0.07
C -3.4234 1.4011 -2.3346 -0.25
H -4.3221 -0.2813 -4.5957 0.08
H -3.3559 2.2978 -2.9774 0.07
H -2.9758 0.5374 -5.4398 0.04
P 2.4096 0.0424 -3.0944 0.77
C 3.2264 -0.2673 -4.7119 -0.23
C 3.4234 1.3805 -2.3233 -0.25
H 2.3810 -1.4110 -1.1442 0.02
H 3.9878 -1.4157 -1.9633 0.08
H 2.6069 -2.3323 -2.6675 0.07
C 2.8964 -1.4274 -2.1146 -0.22
H 2.9893 1.5989 -1.3239 0.00
H 4.4661 1.0270 -2.2287 0.07
H 4.3196 -0.3028 -4.5819 0.08
H 2.9813 0.5225 -5.4312 0.04
H 3.3654 2.2777 -2.9668 0.07
H 2.8850 -1.2148 -5.1490 0.06
C 0.0118 -0.1153 -4.8916 -0.68
O 0.0305 -0.7584 -5.8869 -0.41
C -3.4655 -0.0992 1.7010 -0.20
Si -1.9134 -0.9894 2.3107 0.37
C -1.9349 -1.1274 4.1989 -0.18
C -1.8184 -2.7365 1.5601 -0.21
Si 0.0025 0.2099 1.5573 0.20
Te -0.0015 1.3822 -0.7432 0.72
Si 0.0074 2.2345 2.8303 0.35
C 0.0055 1.9815 4.7041 -0.17
C 1.5595 3.1815 2.3278 -0.21
C -1.5405 3.1898 2.3278 -0.21
Si 1.9138 -0.9970 2.3120 0.38
C 1.9393 -1.1279 4.2003 -0.18
C 1.8082 -2.7466 1.5685 -0.21
C 3.4694 -0.1171 1.6956 -0.20
H -4.3319 -0.7227 1.9686 0.05
H -3.4624 0.0565 0.6127 0.00
H -3.5872 0.8742 2.1921 0.02
H -2.7858 -1.7801 4.4544 0.06
H -1.0164 -1.5746 4.6040 0.02
H -2.1043 -0.1488 4.6685 0.02
H -1.4389 -2.7336 0.5279 0.01
H -1.1736 -3.3902 2.1667 0.03
H -2.8336 -3.1628 1.5671 0.05
H 0.9012 1.4540 5.0585 0.02
H 0.0073 2.9933 5.1431 0.06
H -0.8925 1.4575 5.0577 0.02
H 1.6239 3.3352 1.2431 0.01
H 1.5024 4.1669 2.8162 0.05
H 2.4802 2.6944 2.6712 0.02
H -1.6039 3.3448 1.2431 0.01
H -2.4643 2.7074 2.6705 0.02
H -1.4787 4.1746 2.8168 0.05
H 1.0184 -1.5656 4.6101 0.02
H 2.7856 -1.7863 4.4563 0.06
H 2.1187 -0.1490 4.6652 0.02
H 1.4268 -2.7464 0.5370 0.01
H 2.8211 -3.1782 1.5753 0.05
H 1.1615 -3.3945 2.1795 0.03
H 3.4670 0.0305 0.6061 0.00
H 3.5946 0.8595 2.1796 0.02
H 4.3334 -0.7419 1.9679 0.05

Record 6
69
Properties=species:S:1:pos:R:3:lowdin_charge:R:1 method="wB97M-V/def2-TZVPD" homo_lumo_gap_ev=8.33 e_lumo_ev=0.3 homo_energy_ev=-8.03 smiles=COCCNCCOC.CCO.CCO.CCO.CCO.CCO e_tot_ha=-1217.88193
C 19.8245 8.6731 1.1620 -0.10
O 20.5392 7.7808 2.0362 -0.18
C 21.6261 7.2085 1.3652 -0.26
C 22.3297 6.2581 2.3480 -0.19
N 22.9604 7.0103 3.4643 -0.05
C 23.9631 6.2437 4.2602 -0.20
C 24.1957 6.9416 5.5836 -0.22
O 24.8854 8.1966 5.4106 -0.17
C 25.4318 8.7087 6.5740 -0.14
H 19.0602 9.1275 1.7924 0.09
H 19.4007 8.1880 0.2827 0.08
H 20.4716 9.4784 0.8142 0.08
H 22.3099 8.0165 1.1047 0.12
H 21.4614 6.6490 0.4444 0.12
H 23.0932 5.7158 1.7903 0.11
H 21.6425 5.5299 2.7788 0.11
H 22.3919 7.4781 4.1558 0.10
H 24.9098 6.1083 3.7372 0.11
H 23.6300 5.2136 4.3861 0.11
H 24.6440 6.2532 6.3000 0.11
H 23.2670 7.1066 6.1298 0.11
H 26.4782 8.4118 6.6442 0.08
H 24.9272 8.5106 7.5196 0.08
H 25.4794 9.7896 6.4419 0.09
C 26.1897 8.2599 12.3133 -0.08
C 24.7023 8.5284 12.2531 -0.38
O 24.3741 9.4496 11.2851 -0.06
H 26.7280 9.2016 12.2056 0.08
H 26.5057 7.7453 11.4058 0.07
H 26.4997 7.5554 13.0851 0.08
H 24.2990 8.8799 13.2027 0.11
H 24.1606 7.5826 12.2430 0.09
H 23.4935 9.8316 11.2707 0.09
C 19.1720 11.3353 13.6413 -0.09
C 20.2082 10.2281 13.7928 -0.31
O 20.5028 9.7307 12.5084 -0.11
H 18.6862 11.6666 14.5591 0.07
H 18.3049 10.9370 13.1144 0.05
H 19.4523 12.2097 13.0540 0.08
H 19.6651 9.4223 14.2867 0.10
H 21.1198 10.5582 14.2912 0.11
H 19.6713 9.4497 12.1196 0.02
C 17.9840 7.1408 6.0672 -0.07
C 18.5940 6.4757 7.2930 -0.36
O 19.9675 6.6242 7.2933 -0.10
H 18.6635 6.8610 5.2622 0.07
H 18.0368 8.2198 6.2118 0.07
H 16.9326 6.8933 5.9214 0.07
H 18.4785 5.3920 7.2738 0.11
H 18.3014 6.9085 8.2496 0.10
H 20.2901 6.6502 8.1971 0.02
C 16.7090 9.5751 10.3269 -0.05
C 16.8261 8.4890 11.4743 -0.25
O 18.2329 8.3694 11.7576 -0.12
H 15.6332 9.6645 10.1757 0.07
H 17.1266 9.1950 9.3946 0.06
H 17.1427 10.5373 10.5995 0.07
H 16.4346 7.5398 11.1085 0.10
H 16.2534 8.6429 12.3889 0.11
H 18.2908 7.6144 12.3476 0.10
C 23.0135 5.7491 9.2039 -0.06
C 22.2706 6.9083 9.9765 -0.24
O 20.8403 6.6926 9.8782 -0.10
H 24.0812 5.7100 9.4202 0.07
H 22.8593 5.8521 8.1298 0.05
H 22.5592 4.7846 9.4304 0.07
H 22.6556 7.8532 9.5930 0.11
H 22.5046 6.7206 11.0244 0.09
H 20.3633 7.1363 10.5834 0.07